Density functional theory data (ωB97M-V/def2-TZVPD) for 2 unconnected molecules or ions with the total composition C24H38B2Br2F10N2O12SSi.

Its total charge is 0. As for the calculated total energy: -240378.19104 eV.

Bonds (Å) are listed after each position.
Geometry (Å):
1 Br -5.456 -1.814 -0.894  C30 1.971
2 Br -4.287 1.504 -1.557  C29 2.001
3 S -0.736 -3.860 -3.424  O18 1.492, O20 1.668, O23 1.514, C48 1.843
4 Si 0.840 2.902 -0.226  C32 1.949, C34 1.950, C41 1.917, C42 1.913
5 F 6.308 1.159 0.911  C36 1.394
6 F -5.193 -0.317 -8.022  B54 1.427
7 F 1.735 -2.869 1.821  C39 1.462
8 F 3.054 -0.657 5.025  C45 1.461
9 F -4.303 1.635 1.272  C29 1.426
10 F -4.621 -1.922 -6.419  B54 1.427
11 F 6.765 -0.076 -0.909  C36 1.411
12 F -5.543 -0.865 1.683  C30 1.408
13 F -6.608 0.441 0.142  C30 1.424
14 F 5.808 1.920 -1.242  C36 1.387
15 O -4.249 0.382 -5.952  C44 1.325, B54 1.477
16 O 1.400 4.726 2.694  B53 1.428, H69 0.980
17 O -2.066 2.313 2.992  N27 1.183
18 O -1.476 -4.852 -4.258  S3 1.492
19 O 0.438 3.217 4.302  B53 1.452, H76 0.976
20 O 0.590 -3.335 -4.289  S3 1.668, H80 0.981
21 O 4.632 0.155 -0.241  C35 1.476, C36 1.401
22 O -0.671 0.734 2.588  N27 1.340, C47 1.457
23 O -1.707 -2.744 -3.099  S3 1.514
24 O -7.278 0.860 -4.389  C49 1.208
25 O -6.451 -0.458 -6.007  C49 1.328, B54 1.475
26 O -4.572 1.891 -4.324  C44 1.212
27 N -1.906 1.144 2.909  O17 1.183, O22 1.340
28 N 2.525 -0.664 1.387  C38 1.484, C39 1.491, H58 1.047, H88 1.046
29 C -4.159 0.653 0.249  Br2 2.001, F9 1.426, C30 1.607, C46 1.589
30 C -5.430 -0.319 0.390  Br1 1.971, F12 1.408, F13 1.424, C29 1.607
31 C 1.273 -1.439 3.553  C39 1.587, C45 1.609, H71 1.120, H73 1.149
32 C 0.677 2.333 -2.083  Si4 1.949, H82 1.137, H84 1.149, H87 1.142
33 C 2.436 -2.993 5.404  C45 1.587, H61 1.148, H75 1.132, H81 1.133
34 C 2.355 4.129 -0.259  Si4 1.950, H55 1.149, H57 1.146, H78 1.131
35 C 3.494 1.089 -0.143  O21 1.476, C38 1.591, H56 1.150, H65 1.129
36 C 5.844 0.846 -0.366  F5 1.394, F11 1.411, F14 1.387, O21 1.401
37 C 0.986 -4.130 -1.098  C48 1.591, C51 1.627, H83 1.136, H90 1.140
38 C 2.173 0.414 0.429  N28 1.484, C35 1.591, C41 1.634, H63 1.150
39 C 1.403 -1.453 1.971  F7 1.462, N28 1.491, C31 1.587, C52 1.610
40 C -0.173 -1.877 -0.182  C51 1.596, C52 1.575, H66 1.152, H89 1.149
41 C 1.043 1.445 1.004  Si4 1.917, C38 1.634, C43 1.597, C47 1.647
42 C -0.615 4.104 0.084  Si4 1.913, H64 1.148, H70 1.138, H86 1.139
43 C 1.686 2.011 2.352  C41 1.597, B53 1.611, H74 1.154, H77 1.158
44 C -4.986 1.017 -5.053  O15 1.325, O26 1.212, C49 1.472
45 C 2.628 -1.859 4.312  F8 1.461, C31 1.609, C33 1.587, H79 1.148
46 C -2.775 -0.127 0.305  C29 1.589, C50 1.636, H68 1.148, H92 1.147
47 C -0.294 0.503 1.200  O22 1.457, C41 1.647, C50 1.595, C52 1.642
48 C -0.326 -4.669 -1.819  S3 1.843, C37 1.591, H60 1.140, H62 1.142
49 C -6.362 0.494 -5.085  O24 1.208, O25 1.328, C44 1.472
50 C -1.494 0.889 0.223  C46 1.636, C47 1.595, H67 1.131, H91 1.149
51 C 1.046 -2.507 -0.997  C37 1.627, C40 1.596, H59 1.134, H72 1.150
52 C 0.050 -1.103 1.171  C39 1.610, C40 1.575, C47 1.642, H85 1.153
53 B 1.158 3.364 3.049  O16 1.428, O19 1.452, C43 1.611
54 B -5.120 -0.601 -6.626  F6 1.427, F10 1.427, O15 1.477, O25 1.475
55 H 3.011 3.949 0.668  C34 1.149
56 H 3.349 1.444 -1.228  C35 1.150
57 H 2.946 3.993 -1.232  C34 1.146
58 H 3.167 -1.380 0.973  N28 1.047
59 H 2.085 -2.278 -0.605  C51 1.134
60 H -1.197 -4.539 -1.095  C48 1.140
61 H 3.422 -3.040 5.991  C33 1.148
62 H -0.210 -5.786 -2.024  C48 1.142
63 H 1.700 0.055 -0.557  C38 1.150
64 H -1.216 3.827 1.023  C42 1.148
65 H 3.891 1.984 0.420  C35 1.129
66 H -0.856 -2.778 0.042  C40 1.152
67 H -1.994 1.880 0.443  C50 1.131
68 H -2.699 -0.766 1.255  C46 1.148
69 H 2.020 5.110 3.348  O16 0.980
70 H -1.323 4.061 -0.805  C42 1.138
71 H 0.885 -0.510 4.043  C31 1.120
72 H 1.052 -2.159 -2.093  C51 1.150
73 H 0.526 -2.276 3.806  C31 1.149
74 H 1.741 1.222 3.191  C43 1.154
75 H 1.609 -2.737 6.133  C33 1.132
76 H 0.365 2.269 4.524  O19 0.976
77 H 2.810 2.236 2.196  C43 1.158
78 H 2.042 5.215 -0.216  C34 1.131
79 H 3.480 -2.066 3.571  C45 1.148
80 H 1.418 -3.462 -3.778  O20 0.981
81 H 2.308 -3.979 4.861  C33 1.133
82 H 0.777 1.205 -2.180  C32 1.137
83 H 1.150 -4.538 -0.050  C37 1.136
84 H -0.371 2.630 -2.448  C32 1.149
85 H -0.749 -1.516 1.893  C52 1.153
86 H -0.312 5.195 0.207  C42 1.139
87 H 1.438 2.892 -2.727  C32 1.142
88 H 3.096 -0.278 2.174  N28 1.046
89 H -0.758 -1.326 -1.003  C40 1.149
90 H 1.896 -4.432 -1.714  C37 1.140
91 H -1.205 0.762 -0.881  C50 1.149
92 H -2.787 -0.848 -0.586  C46 1.147